1.
{
  "formula": "CHIS2",
  "method": "wB97M-V/def2-TZVPD",
  "symbols": ["C", "S", "S", "I", "H"],
  "coordinates": [[-0.817309, -0.693156, 0.214714], [-0.474785, -1.700310, 1.626581], [-0.462400, -2.392061, -0.238390], [-2.709537, 0.024514, -0.160218], [0.020472, -0.043812, -0.266162]],
  "forces_ev_per_a": [[2.3, 0.5, -1.5], [0.1, 1.0, 1.7], [-0.1, -0.9, -1.7], [-0.7, 0.4, 0.0], [-1.6, -0.9, 1.5]],
  "mulliken_charge": [-0.374, -0.073, -0.087, 0.164, 0.370],
  "largest_force_ha_per_bohr": 0.0538,
  "lumo_ev": 0.13,
  "smiles": "IC1SS1",
  "e_above_lowest_kj_mol": 81.5,
  "homo_lumo_gap_ev": 8.61
}

=====

2.
{
  "formula": "C2H9BN2",
  "method": "wB97M-V/def2-TZVPD",
  "symbols": ["B", "C", "C", "N", "N", "H", "H", "H", "H", "H", "H", "H", "H", "H"],
  "coordinates": [[-0.155508, 1.385340, 0.826478], [0.520128, -1.584578, -1.281209], [-0.355028, -1.597528, -0.092556], [0.607690, 1.956185, -0.193012], [-0.588901, 2.007479, 2.020137], [0.448010, -2.466825, -1.909779], [0.438978, -0.718485, -2.082830], [1.470250, -1.697015, -0.678656], [-1.382093, -1.430544, -0.239579], [-0.037494, -2.276465, 0.709083], [0.895010, 1.402612, -1.064153], [1.300583, 2.621841, 0.081048], [-1.177492, 1.297951, 2.471272], [-1.031132, 2.895311, 2.244664]],
  "forces_ev_per_a": [[0.0, 0.0, -0.5], [1.5, 1.0, 0.0], [-0.2, 0.4, 0.1], [0.6, -1.6, -2.1], [-1.3, -1.6, 0.7], [-0.2, -0.5, 0.0], [0.3, -1.3, 2.1], [0.1, 0.7, -1.9], [-1.3, 0.1, 0.2], [-0.3, 0.5, -0.2], [-0.6, 1.2, 2.1], [0.3, 0.6, -0.1], [0.5, 0.5, 0.3], [0.6, 0.1, -0.7]],
  "mulliken_charge": [-0.159, -0.603, -0.788, -0.307, -0.381, 0.315, 0.168, 0.203, 0.367, 0.280, 0.220, 0.213, 0.224, 0.247],
  "largest_force_ha_per_bohr": 0.0519,
  "lumo_ev": [0.35, 0.66],
  "e_above_lowest_kj_mol": 430.7,
  "homo_lumo_gap_ev": [8.02, 7.45]
}

=====

3.
{
  "formula": "C18H23N3O4S",
  "method": "wB97M-V/def2-TZVPD",
  "symbols": ["C", "H", "O", "C", "C", "H", "H", "C", "N", "C", "O", "C", "C", "C", "C", "C", "C", "H", "H", "C", "O", "N", "C", "S", "N", "H", "C", "H", "H", "C", "H", "O", "C", "H", "C", "H", "H", "C", "H", "H", "H", "H", "H", "H", "H", "H", "H", "H", "H"],
  "coordinates": [[6.898166, 0.363122, -1.672432], [6.037723, 1.036921, -1.589761], [6.904453, -0.573226, -0.623120], [5.776868, -1.418961, -0.600586], [5.505309, -1.812629, 0.850056], [6.440566, -2.155820, 1.291012], [4.779249, -2.627336, 0.884898], [4.993183, -0.608195, 1.645761], [3.635276, -0.264474, 1.287453], [3.317856, 0.791758, 0.507183], [4.131997, 1.586706, 0.083473], [1.853734, 0.931499, 0.211986], [1.046540, -0.165249, -0.045781], [-0.299866, 0.026185, -0.350976], [-0.834899, 1.319211, -0.386480], [-0.009375, 2.413944, -0.135531], [1.324055, 2.222723, 0.149931], [1.982739, 3.057758, 0.328685], [-0.444454, 3.400298, -0.177759], [-2.258624, 1.512754, -0.678938], [-2.803184, 2.594573, -0.708626], [-2.983134, 0.350557, -0.938060], [-2.453698, -0.907922, -0.929402], [-3.287527, -2.277317, -1.304340], [-1.130397, -1.027503, -0.630070], [-0.767782, -1.972258, -0.631190], [-4.414591, 0.511814, -1.110604], [-4.795967, -0.381355, -1.606972], [-4.591007, 1.397308, -1.723553], [-5.087386, 0.699099, 0.265405], [-4.741757, 1.647800, 0.689057], [-4.684233, -0.316787, 1.163981], [-5.698107, -1.301968, 1.195762], [-5.587710, -1.854177, 2.129183], [-7.007264, -0.520581, 1.089230], [-7.821310, -1.128697, 0.703275], [-7.286339, -0.133186, 2.069088], [-6.623927, 0.626937, 0.148320], [-7.089713, 1.566525, 0.435614], [-6.910705, 0.399590, -0.878200], [-5.582891, -1.996384, 0.351989], [1.446904, -1.169493, -0.047540], [2.903631, -0.877326, 1.609484], [5.034708, -0.814837, 2.718520], [5.618393, 0.257415, 1.417501], [4.902166, -0.899511, -1.014930], [5.964607, -2.314196, -1.214642], [6.879619, -0.131115, -2.651739], [7.818107, 0.936008, -1.575594]],
  "forces_ev_per_a": [[0.0, 0.1, -0.1], [0.0, 0.0, 0.0], [0.0, -0.1, 0.3], [-0.1, -0.3, 0.1], [0.1, 0.4, -0.3], [0.0, -0.1, 0.0], [0.0, -0.1, 0.0], [0.3, -0.2, 0.0], [-0.1, -0.3, 0.1], [-0.2, -0.2, 0.2], [0.1, 0.2, -0.1], [-0.3, 0.1, -0.2], [0.0, 0.1, 0.0], [0.0, 0.8, 0.1], [0.3, -0.2, 0.1], [0.0, -0.2, 0.0], [0.1, 0.0, 0.0], [0.1, 0.1, 0.0], [0.0, 0.1, 0.0], [0.1, 0.1, -0.1], [0.1, 0.1, 0.0], [0.2, 0.0, 0.0], [0.3, -0.5, -0.1], [-0.2, -0.6, -0.1], [-0.1, 0.0, 0.0], [-0.2, 0.2, 0.0], [-0.6, 0.1, 0.3], [0.1, 0.2, 0.0], [0.0, -0.1, 0.0], [0.1, 0.4, -0.4], [-0.1, -0.1, -0.1], [0.1, 0.0, 0.1], [-0.3, -0.3, 0.0], [0.0, 0.0, -0.1], [0.2, -0.1, 0.1], [-0.1, 0.0, 0.0], [0.0, 0.0, 0.0], [0.2, 0.0, 0.1], [0.0, 0.0, -0.1], [-0.1, 0.0, -0.1], [0.0, 0.0, 0.1], [0.1, -0.1, 0.0], [0.0, 0.2, 0.0], [0.0, 0.1, -0.1], [-0.1, -0.1, 0.1], [0.0, 0.0, 0.0], [-0.1, 0.1, 0.0], [0.0, 0.0, 0.0], [0.0, 0.0, -0.1]],
  "mulliken_charge": [-0.579, 0.218, -0.354, -0.438, -0.682, 0.357, 0.364, -0.771, -0.157, 0.167, -0.601, 1.121, -0.919, -0.127, 0.420, -0.920, -0.656, 0.487, 0.489, 0.723, -0.664, 0.156, 0.327, -0.400, -0.079, 0.299, -1.932, 0.720, 0.269, 0.463, 0.455, -0.433, -0.371, 0.376, -0.537, 0.340, 0.246, -0.862, 0.366, 0.370, 0.146, 0.440, 0.218, 0.402, 0.340, 0.293, 0.380, 0.291, 0.240],
  "largest_force_ha_per_bohr": 0.0147,
  "lumo_ev": -0.21,
  "smiles": "COCCCNC(=O)c1ccc2c(=O)n(C[C@H]3CCCO3)c(=S)[nH]c2c1",
  "e_above_lowest_kj_mol": 97.4,
  "homo_lumo_gap_ev": 8.32
}

=====

4.
{
  "formula": "C30H38N4O4S",
  "method": "wB97M-V/def2-TZVPD",
  "symbols": ["C", "H", "H", "H", "C", "N", "C", "C", "C", "O", "C", "C", "C", "C", "C", "C", "H", "H", "S", "O", "O", "N", "C", "C", "C", "C", "C", "C", "C", "C", "C", "H", "H", "H", "H", "H", "H", "H", "H", "H", "H", "H", "C", "O", "N", "C", "C", "H", "H", "C", "N", "C", "C", "C", "C", "C", "H", "H", "C", "H", "H", "H", "H", "H", "H", "H", "H", "H", "H", "H", "H", "H", "H", "H", "H", "H", "H"],
  "coordinates": [[0.665062, 3.678501, -3.424577], [1.177097, 2.839802, -3.889332], [-0.406522, 3.516025, -3.510921], [0.922691, 4.586871, -3.961943], [1.057100, 3.814802, -1.955489], [0.723706, 2.617798, -1.204920], [-0.444112, 2.584148, -0.536649], [-0.916654, 1.525185, 0.173726], [-0.145409, 0.305806, 0.247282], [-0.480744, -0.705912, 0.864657], [1.125071, 0.362236, -0.487796], [1.969022, -0.748550, -0.424309], [3.197788, -0.723219, -1.029971], [3.583627, 0.372317, -1.789856], [2.757732, 1.468542, -1.892024], [1.533047, 1.504864, -1.205231], [3.077500, 2.300918, -2.496602], [4.533694, 0.334314, -2.300397], [4.376938, -2.038449, -0.707765], [5.447621, -1.933060, -1.655043], [3.661688, -3.271467, -0.591323], [5.022850, -1.713375, 0.792446], [4.094371, -1.737403, 1.896440], [3.421792, -0.404816, 2.102545], [2.187627, -0.330132, 2.737957], [1.539164, 0.880595, 2.883010], [2.121637, 2.035057, 2.385396], [3.358490, 1.970015, 1.773659], [4.028081, 0.758491, 1.635892], [5.369807, 0.738487, 0.949865], [5.999830, -0.659107, 0.890817], [6.587700, -0.847333, 1.795199], [6.652756, -0.754294, 0.022957], [5.241041, 1.128603, -0.063519], [6.049251, 1.418169, 1.470952], [3.822742, 2.870494, 1.395467], [1.612318, 2.982987, 2.478712], [0.576264, 0.924027, 3.368213], [1.726606, -1.235812, 3.101897], [4.646088, -2.026322, 2.801046], [3.364203, -2.519330, 1.683170], [1.633075, -1.621249, 0.112688], [-2.246406, 1.722214, 0.838304], [-2.826748, 2.795555, 0.775369], [-2.720514, 0.644825, 1.481232], [-4.013676, 0.651153, 2.122389], [-5.182450, 0.427210, 1.150311], [-4.932642, 0.897683, 0.198837], [-6.048330, 0.954954, 1.554639], [-5.629722, -1.033690, 0.921307], [-4.877271, -1.886230, 0.034285], [-4.738878, -1.426344, -1.330408], [-3.363356, -0.878542, -1.743228], [-2.418166, -1.976076, -2.226640], [-1.942983, -2.912728, -1.119449], [-3.071836, -3.566339, -0.323481], [-2.635958, -4.367877, 0.277041], [-3.805518, -4.017370, -0.991769], [-3.768409, -2.597770, 0.633296], [-2.998953, -1.931279, 1.052752], [-4.191558, -3.169529, 1.469167], [-1.306624, -2.358997, -0.426318], [-1.328590, -3.694814, -1.572572], [-1.539315, -1.513899, -2.686533], [-2.925845, -2.557660, -3.001563], [-3.509984, -0.165398, -2.559216], [-2.911131, -0.338807, -0.912086], [-5.496648, -0.655595, -1.487701], [-4.989640, -2.257367, -2.004586], [-5.689521, -1.538310, 1.890002], [-6.649141, -0.987485, 0.516570], [-4.134554, 1.639759, 2.576944], [-4.015662, -0.106434, 2.908529], [-2.145041, -0.193868, 1.476846], [-1.053734, 3.478474, -0.564943], [2.124401, 4.021460, -1.853945], [0.512741, 4.649912, -1.509729]],
  "forces_ev_per_a": [[0.1, 0.0, 0.2], [0.0, -0.1, -0.1], [-0.1, 0.0, 0.0], [0.0, 0.1, -0.1], [0.0, 0.3, -0.5], [-0.1, 0.0, 0.3], [-0.3, -0.2, 0.3], [-0.1, 0.0, 0.0], [0.0, 0.2, -0.2], [0.1, -0.1, 0.1], [0.2, 0.0, -0.2], [-0.2, 0.0, -0.1], [0.4, -0.6, 0.0], [-0.1, 0.1, -0.1], [0.1, 0.0, 0.0], [0.2, -0.7, 0.2], [0.0, 0.1, -0.1], [0.1, 0.1, -0.1], [0.1, -0.1, 0.0], [0.0, 0.4, 0.1], [-0.3, 0.2, 0.2], [-0.3, -0.5, -0.9], [-0.3, -0.2, 0.3], [0.0, 0.2, 0.3], [0.2, 0.0, 0.0], [0.0, 0.0, 0.1], [0.0, 0.1, 0.0], [0.0, -0.1, 0.0], [0.0, 0.1, 0.1], [0.1, -0.1, 0.0], [0.5, 0.5, -0.2], [0.0, -0.1, -0.1], [0.1, 0.1, 0.2], [0.1, 0.0, 0.1], [0.0, 0.0, -0.1], [0.1, 0.1, -0.1], [-0.1, 0.1, 0.0], [-0.1, 0.0, 0.0], [-0.1, -0.1, 0.0], [-0.1, -0.1, -0.1], [0.0, 0.0, 0.2], [-0.1, -0.1, 0.1], [0.3, -0.2, 0.0], [-0.3, 0.3, 0.0], [0.1, -0.4, 0.2], [-0.3, 0.4, -0.2], [0.1, -0.3, 0.2], [-0.1, 0.1, 0.0], [-0.1, 0.1, 0.0], [-0.2, 0.3, -0.1], [0.1, -0.1, 0.1], [0.0, 0.0, -0.1], [-0.1, -0.2, -0.2], [0.2, 0.1, 0.2], [-0.1, -0.1, -0.2], [0.2, 0.2, 0.2], [-0.1, 0.0, 0.0], [-0.1, -0.1, 0.0], [-0.2, -0.2, 0.1], [0.0, -0.1, 0.0], [0.1, 0.1, 0.0], [0.0, -0.1, 0.0], [0.1, 0.0, 0.0], [0.0, 0.0, -0.1], [0.0, 0.0, -0.1], [0.0, 0.1, 0.0], [0.0, 0.1, 0.1], [0.0, -0.1, 0.0], [0.0, 0.1, -0.1], [-0.1, 0.0, 0.0], [0.0, 0.0, 0.1], [0.0, -0.2, 0.1], [0.0, 0.0, 0.0], [0.0, 0.2, -0.1], [0.0, 0.0, 0.0], [-0.1, 0.0, 0.1], [0.1, -0.1, 0.1]],
  "mulliken_charge": [-1.119, 0.329, 0.337, 0.418, -1.021, 0.330, -0.318, -0.459, 2.624, -1.083, -1.323, -0.725, -0.150, -1.374, -0.461, 1.304, 0.395, 0.558, 1.416, -0.756, -0.717, 0.179, -2.004, 1.173, -0.505, -0.492, -0.569, -0.732, 1.025, -1.057, -1.029, 0.368, 0.423, 0.123, 0.672, 0.466, 0.471, 0.406, 0.405, 0.364, 0.466, 0.764, -0.087, -0.778, 0.035, -1.162, -0.380, 0.261, 0.427, -1.177, 0.184, -1.446, 0.594, -1.206, 0.288, -1.350, 0.459, 0.350, -0.034, -0.059, 0.508, -0.225, 0.422, 0.360, 0.464, 0.438, -0.382, 0.464, 0.459, 0.422, 0.448, 0.503, 0.486, 0.070, 0.607, 0.444, 0.473],
  "largest_force_ha_per_bohr": 0.0197,
  "lumo_ev": -0.23,
  "smiles": "CCn1cc(C(=O)NCCCN2CCCCCC2)c(=O)c2cc(S(=O)(=O)N3CCc4ccccc4C3)ccc21",
  "e_above_lowest_kj_mol": 14.4,
  "homo_lumo_gap_ev": 7.41
}

=====

5.
{
  "formula": "C3H6N4O",
  "method": "wB97M-V/def2-TZVPD",
  "symbols": ["C", "C", "C", "H", "H", "H", "H", "H", "H", "N", "N", "N", "N", "O"],
  "coordinates": [[-1.472237, -0.660864, -1.901850], [-0.535717, -0.249050, -0.985542], [0.105725, -0.113006, 1.201946], [-1.302930, -0.102058, -2.943714], [-1.610375, -1.785554, -1.858052], [-2.456305, 0.056081, -1.629300], [2.865704, 0.437758, 1.330986], [1.893492, 1.670934, 1.119306], [-0.692577, 0.157274, 3.010976], [0.687893, -0.075019, -0.984169], [1.136338, 0.012507, 0.251604], [2.182264, 0.823237, 0.615575], [0.230365, 0.020614, 2.409269], [-1.031641, -0.192856, 0.362963]],
  "forces_ev_per_a": [[-4.8, 2.5, -4.1], [0.6, 0.6, 5.1], [-1.6, 0.7, -4.5], [0.2, -2.2, 1.9], [-0.3, 1.6, -0.5], [2.0, -2.7, -0.4], [-1.4, -0.4, -1.6], [-0.7, -0.3, -0.6], [2.5, -0.7, -2.1], [2.4, 0.5, -3.1], [0.3, -0.3, 4.0], [2.5, 0.7, 0.8], [-2.3, 0.8, 4.4], [0.5, -0.7, 0.7]],
  "mulliken_charge": [-0.899, 0.660, 0.417, 0.306, 0.226, 0.259, 0.274, 0.262, 0.277, -0.749, 0.746, -0.751, -0.645, -0.382],
  "largest_force_ha_per_bohr": 0.1324,
  "lumo_ev": 0.82,
  "smiles": "[H]/N=c1\\oc(C)nn1N",
  "e_above_lowest_kj_mol": 377.4,
  "homo_lumo_gap_ev": 9.50
}

=====

6.
{
  "formula": "C5H12N2",
  "method": "wB97M-V/def2-TZVPD",
  "symbols": ["N", "C", "C", "C", "C", "C", "N", "H", "H", "H", "H", "H", "H", "H", "H", "H", "H", "H", "H"],
  "coordinates": [[-0.263459, 0.217664, 2.194250], [0.136367, 0.074551, 0.852093], [-1.148428, -0.194781, -0.013331], [-0.860087, -0.934504, -1.300415], [-1.789298, -1.426682, -2.047920], [1.032993, 1.099890, 0.016374], [2.519837, 0.960593, 0.102264], [-0.636433, 1.111995, 2.592601], [0.519668, 0.057946, 2.791566], [0.743351, -0.864936, 0.868230], [-1.710645, 0.675641, -0.346675], [-1.854597, -0.941995, 0.510167], [0.166219, -1.163756, -1.764104], [-2.873201, -1.332329, -1.745011], [-1.471722, -2.176448, -2.901361], [0.687402, 2.059778, 0.364168], [0.730956, 1.187502, -1.028009], [2.849387, 1.394225, -0.689473], [2.825688, 0.033737, 0.231505]],
  "forces_ev_per_a": [[-0.2, 1.8, 2.5], [0.0, -0.9, -3.3], [0.2, -2.0, 0.1], [3.1, 0.2, -0.3], [-2.2, -2.8, -2.3], [-0.3, -0.1, 1.1], [-2.9, 0.7, 2.3], [0.2, -0.8, -1.4], [0.6, -0.4, 0.5], [-0.6, 0.4, -0.3], [0.1, 0.5, 0.7], [1.0, 1.6, -0.2], [-1.0, 0.7, 1.5], [1.2, -0.2, -0.7], [-1.1, 1.9, 1.5], [0.4, 0.8, 0.6], [-0.2, -0.9, -0.2], [1.5, 0.7, -2.0], [0.3, -1.1, -0.2]],
  "mulliken_charge": [-0.615, 0.180, -0.808, -0.017, -0.713, -0.735, -0.566, 0.222, 0.262, 0.277, 0.353, 0.357, 0.200, 0.262, 0.215, 0.318, 0.385, 0.224, 0.199],
  "largest_force_ha_per_bohr": 0.0819,
  "lumo_ev": 1.13,
  "smiles": "C=CC[C@H](N)CN",
  "e_above_lowest_kj_mol": 244.2,
  "homo_lumo_gap_ev": 10.28
}

=====

| no. | electronic energy (eV) |
| --- | --- |
| 1 | -30823.1697 |
| 2 | -5874.0024 |
| 3 | -42536.1796 |
| 4 | -56713.7758 |
| 5 | -11212.8656 |
| 6 | -8357.6052 |